# 1
ORCA calculation (the ωB97M-V functional and the def2-TZVPD basis) on a molecular structure, C26H32Br2ClInN2O5PS2.

XYZ file:
```
72
Properties=species:S:1:pos:R:3:forces:R:3
In 0.073119 -0.550192 1.065008 -0.3 0.2 0.2
C -1.701987 -3.365823 2.629109 0.1 0.1 0.0
C -1.554526 -2.258999 3.631547 0.0 0.1 0.0
C -2.096923 -2.387442 4.924800 0.0 0.1 0.1
C -2.021927 -1.339951 5.797720 0.0 -0.1 -0.1
C -1.417182 -0.130270 5.398911 0.1 0.0 -0.2
C -1.357386 1.032999 6.189377 0.0 0.2 0.2
Br -2.093917 1.037981 7.948530 0.0 0.0 0.0
C -0.802653 2.188016 5.704857 -0.1 -0.3 0.1
C -0.260694 2.210747 4.423631 0.1 0.0 -0.3
Br 0.455052 3.831985 3.764603 0.0 0.0 0.0
C -0.232725 1.101099 3.566746 0.1 0.3 0.2
O 0.285513 1.165531 2.399272 0.0 -0.5 -0.4
C -0.861847 -0.093178 4.089404 -0.1 0.1 0.3
N -0.942530 -1.157073 3.258592 0.1 -0.2 -0.2
H -2.164283 -4.243538 3.076689 0.0 0.0 0.0
H -0.728123 -3.638162 2.229835 0.0 -0.1 0.0
H -2.321288 -3.027977 1.794739 0.0 0.0 0.0
H -2.577359 -3.314152 5.209018 0.0 0.0 0.0
H -2.439650 -1.420994 6.791532 0.0 0.0 0.0
H -0.789038 3.084164 6.308410 0.0 0.0 0.0
N 0.215097 -2.786207 -0.287329 -0.1 0.2 0.1
C 1.497135 -3.504037 -0.253268 0.0 -0.1 0.1
C 2.040485 -3.617544 1.170898 0.0 0.3 0.0
C 2.679976 -2.291878 1.606472 0.1 -0.3 -0.1
O 3.888635 -2.232753 1.732527 -0.1 0.0 0.1
O 1.865874 -1.303621 1.818269 -0.2 0.2 -0.1
H -0.565324 -3.416864 -0.150610 0.0 0.0 0.0
H 0.088615 -2.311422 -1.177008 0.0 0.0 0.0
H 2.216968 -2.941572 -0.851035 0.0 0.0 -0.1
H 1.402760 -4.500247 -0.698406 0.0 0.0 0.0
H 2.797769 -4.396906 1.224127 0.0 0.0 0.0
H 1.227975 -3.855927 1.858407 0.0 -0.1 0.0
Cl -3.443824 5.537058 1.675715 0.0 0.1 0.0
C -3.017511 3.885779 1.324947 0.0 -0.2 0.0
C -3.283414 2.899935 2.258372 0.0 0.0 0.0
C -2.982733 1.582357 1.956196 0.0 0.0 -0.1
C -2.400212 1.225962 0.737185 -0.2 0.2 0.0
C -2.079950 -0.182874 0.428332 1.0 -0.4 0.1
C -2.119044 2.251575 -0.172205 0.0 -0.1 0.0
C -2.433992 3.569187 0.108928 0.0 0.0 0.1
H -3.717143 3.162367 3.214530 0.0 0.0 0.0
H -3.203392 0.809118 2.684046 0.0 0.0 0.0
H -2.086964 -0.398080 -0.638020 -0.2 0.0 0.0
H -2.705969 -0.881473 0.981406 0.0 0.0 0.0
H -1.633785 2.001597 -1.107575 0.0 0.0 0.0
H -2.216930 4.351697 -0.605884 0.0 0.0 0.0
C 0.718036 -1.262521 -4.852849 0.2 0.1 0.2
C 1.920039 -1.476145 -3.940673 -0.1 -0.1 -0.2
C 2.962691 -2.379206 -4.576647 0.0 0.1 0.2
O 2.585778 -0.251359 -3.632660 -0.1 0.1 0.1
P 2.078344 0.924941 -2.624999 0.1 0.0 -0.3
S 3.678140 1.827558 -1.990692 -0.4 -0.2 0.2
S 0.572798 0.174243 -1.481656 0.3 0.1 -0.1
O 1.176090 1.863208 -3.596143 0.1 -0.1 0.1
C 1.805203 2.716489 -4.566291 0.0 0.2 -0.2
C 1.129869 2.470585 -5.907096 0.0 -0.1 0.2
C 1.680228 4.160185 -4.109448 0.0 -0.2 0.1
H 0.183431 -2.205575 -4.987847 0.0 0.0 0.0
H 1.042090 -0.895562 -5.829161 0.0 0.0 0.0
H 0.042830 -0.533628 -4.410141 -0.1 0.0 0.0
H 1.581056 -1.930121 -3.004473 0.0 0.1 0.0
H 3.301461 -1.957556 -5.524255 0.0 0.0 0.0
H 2.538368 -3.368478 -4.755529 0.0 0.0 0.0
H 3.821159 -2.472339 -3.911802 0.0 0.0 0.0
H 2.863152 2.452939 -4.639707 0.0 0.0 0.0
H 0.051539 2.613434 -5.815958 0.0 0.0 0.0
H 1.321925 1.449442 -6.238263 -0.1 0.0 0.0
H 1.517341 3.165424 -6.653391 0.0 0.0 0.0
H 0.634110 4.392208 -3.900916 0.0 0.0 0.0
H 2.049181 4.830457 -4.888020 0.0 0.0 0.0
H 2.264391 4.311376 -3.202728 0.0 0.0 0.0
```
Forces are in eV/Å.

DFT total energy in hartree: -8432.04498
HOMO level in eV: -5.17
Frontier orbital gap in eV: 7.158
Energy relative to the best compared isomer or geometry (same formula, charge and spin) in kJ/mol: 123.6
Charge: -1

---

# 2
ORCA calculation (the ωB97M-V functional and the def2-TZVPD basis) on a molecular structure, C26H32ClO4Tl.

XYZ file:
```
64
Properties=species:S:1:pos:R:3:forces:R:3
O 1.506338 -1.799749 1.227884 0.3 -0.5 -0.9
C 1.514502 -2.199981 -0.180694 -0.4 0.3 0.1
C 2.881825 -2.868991 -0.070310 -0.4 0.1 0.4
H 1.477332 -1.318986 -0.844362 -0.1 -0.2 0.2
H 0.687023 -2.878412 -0.414569 0.2 0.4 0.0
C 2.853918 -2.329814 1.391386 0.5 -0.3 -0.2
H 3.640232 -2.440966 -0.720565 0.2 -0.1 0.1
H 2.830278 -3.958591 -0.173059 0.2 0.2 0.1
C 3.847977 -1.207408 1.637026 0.0 0.1 0.0
H 3.829192 -0.477425 0.816700 -0.1 -0.1 0.2
H 4.868292 -1.604986 1.706805 -0.2 0.0 0.0
H 3.601145 -0.681422 2.567951 0.1 -0.1 -0.2
C 2.917978 -3.397607 2.468326 0.0 0.0 -0.1
H 2.198998 -4.201236 2.265786 0.1 0.2 0.1
H 2.697010 -2.960458 3.446841 0.0 -0.1 -0.1
H 3.922567 -3.842108 2.488663 -0.2 0.1 0.1
Tl -0.198926 1.149303 -2.432727 -1.4 0.9 0.9
C -2.580082 -1.450064 2.298212 1.6 -1.3 0.8
C -3.061251 -1.336481 0.954140 0.5 -0.5 -0.2
C -2.303164 -2.216793 0.131340 1.1 -1.1 0.5
H -3.883326 -0.711752 0.614385 0.3 -0.3 0.0
C -1.386744 -2.919436 0.970471 -1.5 0.9 -2.1
C -1.523266 -2.401197 2.301136 -2.0 1.8 1.1
H -0.924981 -2.710015 3.155418 -0.2 0.1 -0.2
H -2.965322 -0.909112 3.166218 0.3 -0.2 -0.4
H -2.429113 -2.342908 -0.944924 0.0 0.0 0.5
H -0.737006 -3.736673 0.673516 -0.2 0.2 0.1
C -0.900930 2.868219 2.389447 -0.3 -2.1 2.4
C -0.653938 1.667029 3.117059 -1.0 2.5 -0.4
C 0.155430 0.823376 2.308912 0.3 0.1 -0.6
H -1.019711 1.444661 4.117325 0.1 0.0 -0.3
C 0.445872 1.514244 1.101987 -0.5 1.0 -0.5
C -0.255823 2.754272 1.119226 1.8 -1.6 -0.8
H -0.293793 3.484193 0.314792 0.0 -0.2 0.3
H -1.477030 3.720943 2.734795 0.1 -0.2 -0.1
H 0.478301 -0.186433 2.554013 0.0 0.4 -0.1
H 1.129584 1.166521 0.321553 -0.4 0.1 0.3
O 1.829411 -0.095790 -3.405275 1.4 -0.6 -1.0
C 3.058177 -0.828949 -3.135888 -0.5 0.0 0.3
C 3.841925 -0.973609 -4.445135 -0.1 0.2 0.0
H 2.751818 -1.802218 -2.717126 0.2 0.3 -0.2
H 3.617148 -0.276186 -2.360732 -0.2 -0.2 -0.3
C 2.938142 -0.383863 -5.549680 -0.3 0.0 0.1
H 4.062134 -2.022314 -4.650613 0.1 0.1 0.1
H 4.786524 -0.428617 -4.384574 -0.1 -0.1 0.0
C 1.679413 0.148741 -4.836095 -0.1 -0.1 0.4
H 2.657028 -1.162254 -6.268404 0.1 0.3 0.1
H 3.438196 0.422478 -6.094679 -0.1 -0.2 0.1
H 0.764794 -0.372968 -5.169435 0.3 0.2 0.1
H 1.541757 1.234858 -4.970984 0.1 -0.4 0.0
Cl -6.596773 4.244129 3.065463 -0.5 0.2 0.5
C -5.423701 3.752520 1.922634 1.0 -0.3 -1.1
C -4.925257 4.690874 1.001375 0.1 -0.7 0.0
C -3.988505 4.270171 0.052064 -0.1 -0.2 0.4
C -3.510794 2.953679 0.041200 -0.4 0.4 0.3
C -3.981752 2.047380 0.998296 -0.1 0.1 0.2
C -4.960465 2.425635 1.919221 0.0 0.7 -0.1
C -2.490002 2.524676 -0.980370 0.2 -0.8 0.2
O -1.753431 3.409059 -1.497140 -0.4 -1.2 -0.1
O -2.443242 1.247031 -1.166232 0.6 1.4 -0.4
H -5.264995 5.723724 1.016354 0.0 -0.2 0.1
H -3.603964 4.973820 -0.681220 0.0 -0.1 0.1
H -3.546269 1.047875 1.068405 -0.2 0.6 -0.2
H -5.366707 1.726361 2.648466 0.2 0.1 -0.1
```
Forces are in eV/Å.

DFT total energy in hartree: -1943.36650
HOMO level (spin up / spin down) in eV: -7.59 / -7.51
Frontier orbital gap (spin up / spin down) in eV: 6.244 / 6.347
Energy relative to the best compared isomer or geometry (same formula, charge and spin) in kJ/mol: 0.0

---

# 3
ORCA calculation (the ωB97M-V functional and the def2-TZVPD basis) on 7 unconnected molecules or ions with the total composition C26H32F3NO3.

XYZ file:
```
65
Properties=species:S:1:pos:R:3:forces:R:3
F 5.694461 0.879239 0.828517 1.3 -0.5 1.1
C 4.849911 1.182659 -0.128313 -2.0 0.9 0.5
C 3.498751 1.409109 0.271477 0.2 -0.4 -2.0
C 2.567381 1.679769 -0.736033 1.3 0.5 0.6
C 2.977701 1.931399 -2.049553 0.7 -1.1 0.4
C 4.334681 1.692419 -2.407253 -1.3 -0.5 1.3
C 5.299791 1.312099 -1.419663 -1.8 0.8 -1.8
H 3.031031 1.304669 1.239317 1.0 -0.3 0.4
H 1.549431 1.732649 -0.379103 -0.3 0.2 -0.5
H 2.167271 2.150249 -2.729053 0.4 0.1 -0.6
H 4.568021 1.614829 -3.458883 0.3 0.5 0.0
H 6.307541 1.192949 -1.789333 0.2 -0.3 0.6
F 1.923821 -1.675841 0.337597 -0.4 -0.6 0.1
C 2.251161 -2.503501 1.365777 2.3 0.9 0.7
C 1.276861 -3.114021 2.144667 -0.4 0.2 -0.1
C 1.614961 -3.771291 3.323417 3.4 -1.1 -1.0
C 3.033501 -4.034551 3.504007 -1.6 1.4 -0.3
C 4.020231 -3.347171 2.745117 -1.4 -1.3 0.4
C 3.649001 -2.528041 1.682047 -1.7 -0.7 0.5
H 0.250231 -3.133811 1.809927 -0.1 0.5 0.0
H 0.912101 -4.275921 3.969757 -0.2 0.1 -0.2
H 3.309021 -4.751111 4.263647 0.2 0.2 0.2
H 5.047121 -3.600721 2.963337 0.2 0.4 -0.1
H 4.404761 -1.966091 1.153427 -0.3 0.1 -0.3
F -3.487909 4.511899 3.593397 -1.1 -0.1 0.1
C -2.422019 3.925779 3.064277 1.4 0.1 -0.7
C -2.502239 2.737829 2.334127 -0.9 0.7 1.0
C -1.346419 2.171249 1.900257 3.1 -0.5 0.5
C -0.057739 2.736059 2.224647 -3.0 0.0 0.1
C -0.052339 3.972489 2.875237 1.2 -1.4 -0.5
C -1.223029 4.588969 3.282837 -0.4 -0.5 0.2
H -3.433429 2.191289 2.309947 -0.2 0.1 -0.3
H -1.317969 1.174309 1.485897 -0.4 0.0 -0.3
H 0.829441 2.123669 2.159217 0.1 0.2 -0.5
H 0.973041 4.254639 3.063357 -0.2 1.0 0.5
H -1.295869 5.461229 3.915487 0.4 0.2 -0.2
C -1.067409 -2.322101 -1.404223 -0.9 -0.5 1.8
C -2.310029 -2.337471 -0.669123 2.3 1.4 -2.2
C -2.886699 -1.043911 -0.477653 -0.1 -3.0 0.0
N -2.284319 0.073769 -0.769143 2.1 1.1 -0.8
C -1.032579 0.049279 -1.327193 -1.0 -1.4 -0.4
C -0.406599 -1.159871 -1.715143 -1.1 1.7 0.6
H -0.465229 -3.196701 -1.601353 -0.6 -0.6 -0.1
H -2.701069 -3.328351 -0.491173 -0.6 0.3 0.4
H -3.908449 -0.998041 -0.130803 -0.1 0.3 0.3
H -0.601779 1.001279 -1.600143 0.0 0.2 0.3
H 0.545291 -1.228151 -2.220743 0.1 0.4 0.0
C -6.623289 -0.810531 -1.997313 -0.1 1.4 -0.7
O -7.051499 0.474749 -1.441943 -0.5 -1.9 -0.9
H -7.195229 -1.042521 -2.895743 -0.7 0.4 0.2
H -5.637929 -0.691531 -2.447863 0.5 -0.2 0.6
H -6.714549 -1.706931 -1.383943 0.2 0.3 0.6
H -6.532849 0.711579 -0.669593 0.5 -0.1 0.1
C 3.287021 -2.489071 -3.412183 -1.2 -0.3 0.2
O 4.301091 -3.298161 -3.948023 0.9 0.1 0.3
H 2.325351 -2.966561 -3.600063 -0.3 0.0 -0.1
H 3.371541 -2.442381 -2.326473 0.4 -0.2 0.0
H 3.182001 -1.451561 -3.729393 0.6 0.1 -0.5
H 4.374531 -3.285321 -4.905123 -0.4 0.3 0.0
C -4.409139 2.432109 -0.891673 2.2 0.8 -1.4
O -5.091009 1.719439 0.056117 -1.5 -1.3 1.1
H -4.115519 1.906989 -1.800593 -1.0 -0.7 0.0
H -4.935729 3.333659 -1.204733 0.3 0.3 0.2
H -3.400659 2.532179 -0.490363 0.2 1.2 0.0
H -5.217509 2.334759 0.782057 -0.2 -0.2 0.2
```
Forces are in eV/Å.

DFT total energy in hartree: -1589.84970
HOMO level in eV: -9.16
Frontier orbital gap in eV: 9.701
Energy relative to the best compared isomer or geometry (same formula, charge and spin) in kJ/mol: 0.0

---

What is the energy relative to the best compared isomer or geometry (same formula, charge and spin) in the first record? 123.6 kJ/mol

---

What is the DFT total energy in the second record? -1943.36650 hartree

---

Number 2 is which compound? C26H32ClO4Tl

---

The lowest DFT total energy belongs to which entry? C26H32Br2ClInN2O5PS2